Computed, not measured: the ion C10H19N3O with charge +2 in a non-equilibrium geometry, with ωB97M-V with the def2-TZVPD basis set.

Computed properties:
E_HOMO: -0.6198 Eh
SMILES string: CC[NH2+][C@H]1CO[C@@H]1n1cc[n+](CC)c1
LUMO energy: -6.16 eV
F_max: 5.929 eV/A
Net charge: +2

Bonds (Å) are listed after each position.
Positions of all 33 atoms, in Å:
1 C -2.40562 0.34443 -0.23438  C2 1.378, N11 1.373, H15 1.050
2 C -3.22826 -0.73043 -0.49263  C1 1.378, N12 1.350, H16 1.085
3 C -1.64873 -1.44753 0.82990  N11 1.344, N12 1.344, H17 1.144
4 C 1.51488 -0.19644 1.58617  C5 1.580, O14 1.413, H18 1.177, H19 1.088
5 C 0.98342 0.75017 0.43871  C4 1.580, C6 1.692, N13 1.472, H20 0.984
6 C -0.43201 0.61058 1.35523  C5 1.692, N11 1.455, O14 1.430, H21 1.060
7 C -3.26412 -3.60258 -1.37486  C9 1.535, H22 1.176, H23 1.085, H24 1.061
8 C 3.63245 3.32891 -0.33327  C10 1.524, H25 1.011, H26 1.091, H27 1.169
9 C -3.37408 -3.14163 0.08517  C7 1.535, N12 1.472, H28 1.126, H29 1.175
10 C 3.05112 1.93848 -0.55794  C8 1.524, N13 1.584, H30 1.083, H31 1.043
11 N -1.45177 -0.13268 0.63043  C1 1.373, C3 1.344, C6 1.455
12 N -2.78882 -1.79711 0.20900  C2 1.350, C3 1.344, C9 1.472
13 N 1.73535 2.01046 0.32142  C5 1.472, C10 1.584, H32 0.964, H33 1.060
14 O 0.23668 -0.35832 2.16739  C4 1.413, C6 1.430
15 H -2.49665 1.30687 -0.64329  C1 1.050
16 H -4.11924 -0.84580 -1.10103  C2 1.085
17 H -0.90929 -1.96959 1.52899  C3 1.144
18 H 1.84707 -1.20554 1.07911  C4 1.177
19 H 2.36755 0.27067 2.07386  C4 1.088
20 H 0.85722 0.37898 -0.46399  C5 0.984
21 H -0.73949 1.52815 1.78737  C6 1.060
22 H -3.70461 -2.71808 -2.01262  C7 1.176
23 H -4.02657 -4.37441 -1.40101  C7 1.085
24 H -2.22999 -3.78944 -1.52439  C7 1.061
25 H 4.63731 3.32683 -0.44700  C8 1.011
26 H 3.34535 4.06566 -1.08487  C8 1.091
27 H 3.28379 3.91493 0.61619  C8 1.169
28 H -2.82430 -3.64102 0.93100  C9 1.126
29 H -4.46529 -3.07737 0.51635  C9 1.175
30 H 3.48296 1.12294 0.00815  C10 1.083
31 H 2.98576 1.68003 -1.56581  C10 1.043
32 H 1.13161 2.59784 -0.14785  N13 0.964
33 H 1.81960 2.33641 1.32635  N13 1.060

***

Computed, not measured: the molecule C10H19N3O4 in a non-equilibrium geometry, with ωB97M-V with the def2-TZVPD basis set.

Computed properties:
E_HOMO: -0.3567 Eh
SMILES string: CC[C@H](C)[C@H](N)C(=O)N[C@@H](CC(N)=O)C(=O)O
LUMO energy: 0.50 eV
F_max: 2.721 eV/A
Net charge: 0

Bonds (Å) are listed after each position.
Positions of all 36 atoms, in Å:
1 C 1.06813 1.20262 -1.69499  C2 1.514, C3 1.560, H13 1.070, N30 1.493
2 C 0.61533 0.47297 -0.44840  C1 1.514, N31 1.364, O33 1.239
3 C 0.57867 2.68327 -1.67573  C1 1.560, C4 1.521, C5 1.535, H14 1.092
4 C 1.15604 3.44298 -2.86034  C3 1.521, H15 1.119, H16 1.083, H17 1.105
5 C -0.95259 2.76466 -1.61809  C3 1.535, C6 1.534, H18 1.088, H19 1.097
6 C -1.48858 4.19306 -1.45601  C5 1.534, H20 1.061, H21 1.064, H22 1.123
7 C -0.21322 -1.61642 0.49943  C8 1.552, C9 1.543, H24 1.044, N31 1.442
8 C -1.31788 -0.97115 1.37735  C7 1.552, O34 1.212, O36 1.336
9 C 1.00433 -2.00034 1.36566  C7 1.543, C10 1.531, H25 1.103, H26 1.124
10 C 0.69527 -3.27825 2.15086  C9 1.531, N32 1.353, O35 1.225
11 H 1.34099 0.67233 -3.65605  N30 0.996
12 H -0.23874 0.68729 -3.25927  N30 1.037
13 H 2.13800 1.22111 -1.66564  C1 1.070
14 H 0.97716 3.12281 -0.75912  C3 1.092
15 H 0.94507 4.53971 -2.78940  C4 1.119
16 H 0.74390 3.08952 -3.79762  C4 1.083
17 H 2.25775 3.35921 -2.88348  C4 1.105
18 H -1.38215 2.31206 -2.50982  C5 1.088
19 H -1.31884 2.14394 -0.79103  C5 1.097
20 H -2.54350 4.17868 -1.34705  C6 1.061
21 H -1.04791 4.67319 -0.61485  C6 1.064
22 H -1.23386 4.86347 -2.32059  C6 1.123
23 H 0.27061 -1.14670 -1.55008  N31 1.017
24 H -0.65197 -2.48712 0.12495  C7 1.044
25 H 1.26023 -1.15172 2.02133  C9 1.103
26 H 1.87799 -2.21831 0.69237  C9 1.124
27 H 0.38713 -2.25210 3.87634  N32 1.047
28 H 0.36276 -3.99816 3.94657  N32 0.977
29 H -1.95993 -0.20678 -0.20747  O36 0.970
30 N 0.70939 0.43298 -2.92343  C1 1.493, H11 0.996, H12 1.037
31 N 0.07195 -0.76547 -0.62894  C2 1.364, C7 1.442, H23 1.017
32 N 0.67399 -3.18636 3.50083  C10 1.353, H27 1.047, H28 0.977
33 O 0.70071 0.99971 0.67011  C2 1.239
34 O -1.38061 -1.16599 2.57186  C8 1.212
35 O 0.52012 -4.32659 1.54251  C10 1.225
36 O -2.24584 -0.27350 0.71704  C8 1.336, H29 0.970